Entry 1:
Below is C15H13ClN4O4S2 in the gas phase at a distorted geometry, with properties calculated with ωB97M-V with the def2-TZVPD basis set.

```
39
C15H13ClN4O4S2 ωB97M-V with the def2-TZVPD basis set
C 2.1711 2.6619 -2.6820
N 1.3783 1.5161 -3.0757
S 1.8829 0.1174 -2.3123
O 3.2999 0.0643 -2.1247
O 1.2254 -1.0018 -2.9137
C 1.1084 0.3403 -0.7173
N 1.3016 1.3317 0.0816
N 0.5898 1.2661 1.1957
C -0.1568 0.2053 1.2485
N -0.9724 -0.0780 2.3034
C -1.7360 -1.2222 2.3278
O -1.7019 -2.0067 1.4040
C -2.5618 -1.4211 3.5431
C -3.0016 -0.3648 4.3370
C -3.7815 -0.6339 5.4498
C -4.1261 -1.9352 5.7863
C -3.6951 -2.9792 4.9855
C -2.9237 -2.7277 3.8664
H -2.5869 -3.5293 3.2278
H -3.9675 -3.9924 5.2370
H -4.7308 -2.1220 6.6596
Cl -4.3331 0.6772 6.4293
H -2.7810 0.6621 4.0891
H -0.9405 0.5615 3.0848
S -0.0324 -0.8410 -0.1467
C 1.1816 1.3432 -4.5117
C 2.4557 1.0604 -5.2337
C 3.1250 -0.1106 -5.4345
C 4.3215 0.2304 -6.1108
C 4.2916 1.5806 -6.2662
O 3.1689 2.0953 -5.7358
H 4.9779 2.2686 -6.7188
H 5.0922 -0.4390 -6.4327
H 2.8015 -1.0834 -5.1283
H 0.5015 0.4981 -4.6244
H 0.7171 2.2544 -4.8967
H 3.2026 2.5880 -3.0368
H 1.7085 3.5627 -3.0822
H 2.1723 2.7001 -1.5948
```

Calculated values
molar mass = 412.880 g mol⁻¹
SMILES = CN(Cc1ccco1)S(=O)(=O)c1nnc(NC(=O)c2cccc(Cl)c2)s1
frontier orbital gap = 8.231 eV
lowest unoccupied orbital energy = -0.353 eV
calculated total energy = -2355.91767 Ha

***

Entry 2:
Below is a molecular structure, C15H13F5N7OsS2, with properties calculated with ωB97M-V with the def2-TZVPD basis set.

```
43
C15H13F5N7OsS2 ωB97M-V with the def2-TZVPD basis set
Os 0.1608 -0.4087 0.7496
C -4.2208 -3.1195 -1.8896
C -4.2797 -1.6327 -1.5740
N -3.1099 -0.9058 -2.0422
C -1.9549 -0.7536 -1.3815
S -1.8520 -1.3959 0.2602
N -0.9725 -0.1780 -2.0496
N 0.1370 0.0258 -1.2961
C 1.1745 0.5964 -1.8086
C 1.2869 1.0115 -3.2358
C 2.2635 0.8657 -0.8523
C 3.4340 1.5130 -1.2200
C 4.3911 1.7818 -0.2568
C 4.1619 1.4008 1.0543
C 2.9841 0.7466 1.3627
N 2.0640 0.4819 0.4337
H -5.1021 -3.6255 -1.4947
H -3.3375 -3.5716 -1.4379
H -4.1850 -3.2900 -2.9663
H -4.3806 -1.4668 -0.5020
H -5.1491 -1.1699 -2.0416
H -3.0817 -0.6052 -3.0045
H 0.3974 0.7102 -3.7784
H 2.1619 0.5511 -3.6985
H 1.3975 2.0951 -3.3120
H 3.5826 1.8095 -2.2476
H 5.3053 2.2912 -0.5301
H 4.8754 1.6073 1.8384
H 2.7494 0.4312 2.3679
S 1.6388 -3.4685 0.5119
C 0.9829 -2.0877 0.6424
N -1.6841 5.2717 3.0922
C -1.5367 4.5548 2.1979
N -1.4196 3.8071 1.1123
C -0.9704 2.6287 1.0994
N -0.5772 1.5350 0.9541
F 0.6683 0.6252 3.4286
C 0.0465 -0.4803 2.8681
F -1.2577 -0.4260 3.3066
C 0.6510 -1.6582 3.6538
F 1.9579 -1.8154 3.3462
F 0.0213 -2.8049 3.3648
F 0.5776 -1.4772 4.9750
```

Calculated values
molar mass = 640.672 g mol⁻¹
frontier orbital gap (spin up / spin down) = 7.097 / 5.905 eV
⟨S²⟩ = 0.758
energy above the lowest of the compared OMol25 structures with the same formula, charge and spin = 22.96 kJ/mol
lowest unoccupied orbital energy (spin up / spin down) = -1.248 / -2.489 eV
calculated total energy = -2349.09337 Ha
multiplicity = 2

***

Entry 3:
Below is a gas-phase ion, C15H13F7NO6 (charge +1) at a distorted geometry, with properties calculated with ωB97M-V with the def2-TZVPD basis set.

```
42
C15H13F7NO6 ωB97M-V with the def2-TZVPD basis set
C 2.3317 -2.5143 0.9048
C 2.4065 -1.4013 -0.2260
O 3.3587 -1.8956 -1.2094
C 1.0095 -1.2211 -0.9429
O 0.4353 0.1257 -0.9100
C 0.3484 0.6467 0.3414
C 1.3094 1.6953 0.7105
C 2.3123 2.1555 -0.3809
C 2.9674 3.5481 -0.0775
O 2.3487 4.4685 0.3097
F 4.3180 3.6134 -0.3452
C 1.2848 2.2722 2.0665
C 0.2674 1.7435 2.9895
C -0.6418 0.7404 2.5250
N -0.6099 0.2140 1.2319
C -1.6511 -0.7901 0.9402
O -1.4695 -1.9559 1.0038
C -3.1423 -0.3336 0.5796
F -4.0329 -1.3348 0.7482
F -3.4564 0.6082 1.5737
C -3.2861 0.4292 -0.7909
F -4.4219 1.2104 -0.6689
F -2.2602 1.3086 -1.0485
C -3.5103 -0.4746 -2.0845
F -4.8174 -0.4566 -2.4648
F -2.8268 0.1707 -3.1319
C -2.9262 -1.9287 -2.0229
O -3.6687 -2.8130 -1.7331
O -1.6312 -2.2609 -2.3258
H 1.4349 -2.3866 1.5639
H 3.2360 -2.3489 1.5465
H 2.3666 -3.5296 0.4340
H 2.8572 -0.4676 0.1901
H 3.7984 -1.0897 -1.5325
H 0.3307 -2.0264 -0.5661
H 1.1827 -1.4564 -2.0304
H 1.7097 2.3100 -1.3235
H 3.1063 1.4167 -0.6419
H 2.0177 3.0531 2.3658
H 0.2230 2.1348 4.0349
H -1.4145 0.3809 3.2467
H -1.1941 -1.5602 -2.8490
```

Calculated values
molar mass = 436.256 g mol⁻¹
SMILES = C[C@@H](O)COc1c(CC(=O)F)ccc[n+]1C(=O)C(F)(F)C(F)(F)C(F)(F)C(=O)O
frontier orbital gap = 8.555 eV
net charge = +1
lowest unoccupied orbital energy = -5.353 eV
calculated total energy = -1784.30527 Ha

***

Entry 4:
Below is C15H13FN2O3S in the gas phase, with properties calculated with ωB97M-V with the def2-TZVPD basis set.

```
35
C15H13FN2O3S ωB97M-V with the def2-TZVPD basis set
O -4.1360 -0.7577 -0.9602
C -4.8902 0.1538 -1.1698
O -5.2922 0.5029 -2.3937
H -4.8631 -0.0501 -3.0655
C -5.4637 1.0523 -0.1114
H -6.4798 1.3514 -0.3583
H -5.4152 0.5835 0.8693
S -4.5032 2.6175 -0.1067
C -2.8306 2.0132 -0.0481
C -2.4397 1.0348 0.8537
C -1.1329 0.5947 0.8568
C -0.1954 1.1389 -0.0203
C -0.5889 2.1387 -0.9054
C -1.9022 2.5644 -0.9196
H -2.2158 3.3313 -1.6110
H 0.1315 2.5674 -1.5811
N 1.1075 0.6464 0.0396
C 2.1882 1.0297 -0.6986
O 2.2367 1.9744 -1.4529
N 3.3362 0.2849 -0.4682
C 3.5330 -0.9258 0.1923
C 4.6831 -1.1085 0.9623
C 4.9284 -2.3017 1.6134
C 4.0305 -3.3519 1.5140
C 2.8954 -3.2084 0.7367
C 2.6661 -2.0159 0.0783
F 1.5717 -1.9266 -0.7138
H 2.1889 -4.0137 0.6120
H 4.2174 -4.2822 2.0260
H 5.8248 -2.4109 2.2037
H 5.3848 -0.2915 1.0407
H 4.1700 0.7452 -0.8066
H 1.2379 -0.1064 0.6999
H -0.8353 -0.1822 1.5469
H -3.1479 0.6079 1.5458
```

Calculated values
molar mass = 320.345 g mol⁻¹
SMILES = O=C(O)CSc1ccc(NC(=O)Nc2ccccc2F)cc1
frontier orbital gap = 8.656 eV
energy above the lowest of the compared OMol25 structures with the same formula, charge and spin = 0.00 kJ/mol
lowest unoccupied orbital energy = 0.683 eV
calculated total energy = -1412.74286 Ha

***

Entry 5:
Below is a molecular structure, C15H13I2N4NaOS4Sb, with properties calculated with ωB97M-V with the def2-TZVPD basis set.

```
41
C15H13I2N4NaOS4Sb ωB97M-V with the def2-TZVPD basis set
Na 0.4017 1.2167 0.2449
S 2.6235 4.2873 2.7335
Sb 4.2392 2.8014 2.1578
S 3.4431 1.1944 0.4683
S 4.5668 2.8338 -0.2953
I -4.3090 -1.1738 -0.1163
C -3.2680 -0.4257 -1.7529
C -3.8069 -0.5411 -3.0294
C -3.1706 -0.0591 -4.1470
I -4.0877 -0.2809 -6.0110
C -1.9002 0.5614 -4.0156
C -1.1329 1.0661 -5.0859
C 0.0988 1.6162 -4.8427
C 0.5684 1.6611 -3.5238
N -0.1242 1.2164 -2.5013
C -1.3435 0.6818 -2.7185
C -2.0408 0.2168 -1.5039
O -1.5052 0.3960 -0.3865
H -4.7681 -1.0296 -3.1358
H -1.5260 1.0058 -6.0922
H 0.7110 2.0070 -5.6448
H 1.5489 2.0724 -3.3079
N 0.9429 3.5601 -0.1957
H 1.0844 4.1025 0.6524
H 0.3962 4.0849 -0.8637
H 1.8717 3.4171 -0.5825
N 0.2789 -4.8318 4.3818
C 0.6962 -3.5625 4.8430
S 1.0755 -3.4185 6.4868
C 0.8070 -2.5299 3.8830
C 0.5786 -2.7364 2.4947
C 0.6552 -1.6828 1.6155
N 0.9444 -0.4169 1.9514
C 1.1789 -0.2155 3.2656
C 1.1336 -1.1908 4.2276
H 0.0181 -5.4051 5.1729
H -0.4803 -4.7749 3.7129
H 0.3723 -3.7197 2.0941
H 0.4658 -1.8617 0.5607
H 1.4275 0.8050 3.5446
H 1.3346 -0.9476 5.2609
```

Calculated values
molar mass = 792.122 g mol⁻¹
frontier orbital gap (spin up / spin down) = 3.471 / 5.713 eV
net charge = -2
⟨S²⟩ = 0.765
energy above the lowest of the compared OMol25 structures with the same formula, charge and spin = 7.55 kJ/mol
lowest unoccupied orbital energy (spin up / spin down) = 3.171 / 3.171 eV
calculated total energy = -3464.58674 Ha
multiplicity = 2

***

Entry 6:
Below is a molecular structure, C15H13IrN3O2S3 at a distorted geometry, with properties calculated with ωB97M-V with the def2-TZVPD basis set.

```
37
C15H13IrN3O2S3 ωB97M-V with the def2-TZVPD basis set
Ir -0.5123 0.6360 -0.0873
S -1.2653 3.1817 -0.2899
C -2.0780 3.4157 1.2124
C -2.7251 4.6453 1.4092
C -3.2877 4.9651 2.6231
C -3.2379 4.0482 3.6738
C -2.6493 2.8141 3.4894
C -2.0664 2.4706 2.2660
S -1.3255 0.9047 2.1383
H -2.7514 5.3401 0.5841
H -3.7529 5.9285 2.7648
H -3.6575 4.3070 4.6335
H -2.6135 2.0964 4.2946
C 3.9807 -4.6032 1.7101
C 2.6163 -4.4909 1.1177
C 1.8518 -5.6006 0.7505
C 0.6027 -5.3376 0.2091
N 0.1512 -4.1135 0.0311
C 0.9492 -3.1182 0.4026
S 0.3571 -1.5087 0.1350
N 2.1460 -3.2658 0.9446
H 4.2817 -5.6411 1.8247
H 3.9958 -4.1058 2.6781
H 4.6902 -4.0839 1.0684
H 2.2114 -6.6084 0.8819
H -0.0659 -6.1317 -0.0995
O 1.9043 -0.1646 -2.1310
C 1.0910 0.5042 -2.7256
C 1.1663 0.9279 -4.1903
C -0.0749 1.7820 -4.3950
C -0.7653 1.7546 -3.0339
O -1.8005 2.3261 -2.7544
N -0.0457 1.0079 -2.1635
H 1.1840 0.0367 -4.8163
H 2.0956 1.4724 -4.3533
H -0.7515 1.3919 -5.1538
H 0.1514 2.8172 -4.6494
```

Calculated values
molar mass = 555.706 g mol⁻¹
frontier orbital gap (spin up / spin down) = 5.478 / 5.289 eV
⟨S²⟩ = 0.780
energy above the lowest of the compared OMol25 structures with the same formula, charge and spin = 460.79 kJ/mol
lowest unoccupied orbital energy (spin up / spin down) = -2.762 / -2.851 eV
calculated total energy = -2192.97059 Ha
multiplicity = 2